{
  "formula": "C28H84O14",
  "method": "ωB97M-V with the def2-TZVPD basis set",
  "species": ["C", "C", "O", "H", "H", "H", "H", "H", "H", "C", "C", "O", "H", "H", "H", "H", "H", "H", "C", "C", "O", "H", "H", "H", "H", "H", "H", "C", "C", "O", "H", "H", "H", "H", "H", "H", "C", "C", "O", "H", "H", "H", "H", "H", "H", "C", "C", "O", "H", "H", "H", "H", "H", "H", "C", "C", "O", "H", "H", "H", "H", "H", "H", "C", "C", "O", "H", "H", "H", "H", "H", "H", "C", "C", "O", "H", "H", "H", "H", "H", "H", "C", "C", "O", "H", "H", "H", "H", "H", "H", "C", "C", "O", "H", "H", "H", "H", "H", "H", "C", "C", "O", "H", "H", "H", "H", "H", "H", "C", "C", "O", "H", "H", "H", "H", "H", "H", "C", "C", "O", "H", "H", "H", "H", "H", "H"],
  "positions_angstrom": [[-8.604650, -22.661410, 10.812070], [-10.128700, -22.266170, 10.740950], [-10.904500, -23.379320, 10.372230], [-8.116710, -21.713990, 11.041010], [-8.214780, -23.053690, 9.872800], [-8.447600, -23.379680, 11.616760], [-10.254120, -21.517660, 9.958580], [-10.389260, -21.831230, 11.705850], [-11.789920, -23.053440, 10.194930], [-3.144710, -20.341510, -3.122170], [-1.796130, -20.280210, -3.816290], [-1.320100, -21.542090, -4.130350], [-3.568510, -19.337630, -3.095290], [-2.997500, -20.784570, -2.137220], [-3.869840, -20.931790, -3.682400], [-1.079460, -19.839610, -3.123210], [-1.764750, -19.658180, -4.710820], [-1.810700, -21.865990, -4.889290], [-2.652070, -22.059840, 14.044950], [-3.307130, -21.618350, 15.335610], [-3.053500, -22.672480, 16.276820], [-3.088420, -21.553870, 13.183740], [-2.646920, -23.137840, 13.883780], [-1.638300, -21.659750, 14.027360], [-4.366250, -21.584110, 15.080290], [-2.937580, -20.675670, 15.739190], [-3.600600, -22.493990, 17.045210], [-0.079180, -16.973880, 1.801540], [1.151860, -16.669980, 0.970760], [1.006940, -15.414170, 0.414990], [-0.376800, -16.104810, 2.388260], [-0.021280, -17.882660, 2.400580], [-0.940210, -17.121080, 1.149570], [1.333030, -17.466310, 0.248870], [1.992620, -16.741710, 1.660740], [1.842520, -15.108120, 0.054790], [-7.030350, -16.115890, 1.165320], [-6.281440, -14.803880, 1.506750], [-5.564780, -14.344370, 0.389230], [-6.262010, -16.879540, 1.044580], [-7.690180, -16.037330, 0.301290], [-7.602420, -16.463360, 2.025610], [-5.672960, -14.775490, 2.410650], [-6.995350, -13.992850, 1.650500], [-4.700380, -14.090080, 0.720520], [-0.917880, -31.304540, 2.907050], [-1.509660, -30.169790, 2.138580], [-0.938820, -28.865290, 2.429150], [-1.531780, -32.197620, 2.790220], [-0.957830, -31.124050, 3.981260], [0.079310, -31.523820, 2.525430], [-2.595910, -30.165000, 2.228730], [-1.233270, -30.249430, 1.087220], [-1.635020, -28.230860, 2.243660], [-13.053420, -16.492370, 7.273620], [-13.438850, -15.498310, 6.170110], [-12.257170, -14.987790, 5.642280], [-12.146370, -17.050810, 7.042330], [-13.887730, -17.127660, 7.570990], [-12.926420, -15.928190, 8.197560], [-14.159320, -14.739270, 6.474880], [-13.922970, -16.044240, 5.360370], [-11.889960, -14.418660, 6.322610], [-0.667370, -17.407310, 9.638920], [-0.388370, -16.289620, 8.675550], [-0.264170, -15.105700, 9.399430], [-1.573730, -17.229840, 10.217830], [0.175960, -17.467770, 10.326850], [-0.726530, -18.358430, 9.109800], [-1.149890, -16.340710, 7.897380], [0.536450, -16.451020, 8.121690], [-0.585450, -14.411930, 8.818860], [-11.225890, -24.972420, 3.533130], [-9.982040, -24.651680, 4.289420], [-8.973390, -25.645840, 4.214170], [-11.885800, -24.104920, 3.539480], [-11.764890, -25.801100, 3.992340], [-10.906740, -25.318070, 2.549880], [-10.152790, -24.507910, 5.356320], [-9.456470, -23.801330, 3.854930], [-9.196630, -26.428750, 4.722920], [-4.059650, -25.850950, -1.411760], [-5.177310, -25.540590, -0.478130], [-4.641660, -25.650140, 0.850810], [-4.451320, -25.655580, -2.410020], [-3.672610, -26.869720, -1.391650], [-3.180290, -25.216860, -1.298750], [-6.019760, -26.203070, -0.676870], [-5.578660, -24.529510, -0.546970], [-5.368410, -25.918150, 1.417920], [-7.383120, -11.105590, 6.419060], [-7.347430, -12.299910, 7.448640], [-8.633450, -12.267010, 8.077570], [-8.222020, -11.171630, 5.726240], [-6.489470, -11.051170, 5.797340], [-7.529300, -10.121730, 6.864890], [-6.508440, -12.233310, 8.141270], [-7.193270, -13.233610, 6.907770], [-8.655130, -11.540590, 8.704820], [-1.698350, -27.155310, 9.078780], [-1.001010, -25.963180, 8.399130], [0.427800, -26.107550, 8.359740], [-1.280150, -28.119140, 8.788530], [-2.777230, -27.128610, 8.925800], [-1.494570, -27.131920, 10.149300], [-1.205060, -25.042470, 8.945700], [-1.305820, -25.795780, 7.366090], [0.801060, -25.235680, 8.508480], [0.983700, -23.323570, 0.799680], [1.824200, -24.264230, -0.083590], [2.461660, -23.630600, -1.167780], [1.553780, -22.421170, 1.020540], [0.738140, -23.709970, 1.788870], [0.014720, -23.028670, 0.396910], [1.205790, -25.082690, -0.452070], [2.651000, -24.696070, 0.480340], [1.792770, -23.480530, -1.839840], [-5.221790, -19.924860, 6.246600], [-4.542230, -21.116670, 5.645580], [-4.648310, -21.123600, 4.222040], [-4.878760, -19.676480, 7.250960], [-6.302040, -20.070110, 6.239020], [-5.074690, -19.067800, 5.589410], [-5.060710, -21.989990, 6.041290], [-3.492510, -21.168610, 5.934520], [-4.443880, -22.015070, 3.930330]],
  "forces_ev_per_a": [[-1.61, 0.65, 0.07], [1.88, -0.28, -0.63], [-0.27, -0.39, 0.29], [0.41, -0.17, 0.09], [-0.19, 0.01, 0.02], [0.08, 0.05, -0.06], [0.14, 0.40, 0.10], [-0.31, -0.09, 0.12], [-0.14, -0.17, -0.02], [0.01, 0.33, -0.50], [-0.14, 0.80, 0.39], [0.64, -1.32, -0.27], [0.00, 0.06, 0.51], [-0.30, 0.18, 0.03], [0.09, -0.23, -0.07], [0.11, 0.02, 0.01], [-0.39, 0.27, -0.07], [-0.01, -0.13, -0.01], [1.06, 1.28, -0.43], [-0.30, -1.49, -0.42], [-0.22, 0.37, 0.07], [-0.41, -0.16, -0.02], [-0.14, 0.14, 0.24], [0.37, -0.53, 0.04], [-0.33, 0.36, 0.61], [-0.08, 0.15, -0.29], [0.04, -0.11, 0.19], [-1.00, 0.08, -0.68], [0.17, -1.43, 1.44], [-0.13, 1.04, -0.58], [0.40, -0.08, 0.37], [0.34, 0.18, 0.12], [-0.06, -0.10, -0.25], [-0.18, 0.00, -0.42], [0.42, 0.35, 0.05], [0.02, -0.05, -0.05], [1.15, 0.25, 1.17], [-1.93, 0.61, -0.35], [1.24, -0.19, -0.48], [-0.12, -0.16, -0.52], [0.29, 0.15, 0.02], [-0.24, 0.22, 0.04], [0.10, -0.77, 0.02], [-0.61, -0.18, 0.52], [0.13, 0.07, -0.41], [0.00, -0.18, 0.39], [0.30, 1.06, -1.24], [-0.37, -0.60, 0.87], [-0.02, -0.05, -0.38], [0.46, 0.22, 0.02], [0.10, -0.01, 0.48], [-0.06, 0.19, 0.10], [-0.51, -0.77, -0.27], [0.09, 0.17, 0.02], [-1.13, 0.76, 0.87], [-0.17, -1.83, -0.09], [0.48, 1.05, -0.44], [-0.26, 0.01, -0.13], [0.00, -0.44, -0.44], [0.63, 0.14, 0.12], [0.11, 0.17, 0.33], [0.01, 0.00, -0.14], [0.35, 0.16, -0.07], [0.62, -0.32, 0.21], [0.26, -1.30, -0.53], [-0.61, 0.99, -0.10], [-0.03, 0.00, -0.13], [-0.08, -0.12, 0.21], [-0.14, -0.05, 0.04], [-0.48, 0.76, 0.04], [0.31, -0.34, 0.04], [0.13, 0.36, 0.22], [-0.08, -0.51, 0.05], [1.06, -0.08, 0.75], [0.51, -0.68, -0.51], [-0.02, -0.05, -0.42], [-0.06, -0.05, 0.11], [-0.40, 0.36, -0.27], [-0.36, 0.60, 0.02], [-0.38, 0.35, 0.19], [-0.25, 0.05, 0.06], [0.32, 0.45, -1.30], [0.42, 0.13, 1.01], [-0.54, -0.50, 0.07], [0.21, -0.14, -0.32], [-0.45, -0.13, 0.28], [-0.18, 0.26, 0.27], [-0.02, -0.33, 0.30], [0.19, 0.20, -0.57], [0.05, 0.06, 0.29], [0.49, -0.53, 0.04], [-0.73, 1.95, -1.35], [0.38, -0.97, 0.26], [-0.09, -0.57, 0.11], [0.20, -0.04, 0.09], [0.26, -0.10, 0.52], [-0.11, 0.27, 0.24], [-0.53, -0.08, 0.09], [0.11, 0.06, -0.01], [0.79, 0.36, 0.17], [0.31, 0.01, -0.02], [-0.15, -0.35, 0.35], [-0.13, 0.09, -0.56], [0.08, -0.04, -0.09], [-0.15, 0.26, 0.12], [-0.40, 0.01, 0.11], [-0.47, -0.26, -0.04], [0.11, -0.09, -0.04], [0.27, 0.26, 0.27], [-0.32, -0.12, 0.69], [-0.13, 0.38, -0.35], [0.06, 0.14, -0.25], [0.19, -0.58, -0.05], [0.13, -0.02, -0.48], [-0.07, -0.20, 0.08], [-0.19, -0.03, 0.25], [0.04, 0.18, -0.18], [-0.49, 0.75, -0.71], [0.01, -0.70, 0.14], [-0.16, 0.30, 0.24], [0.00, -0.16, -0.06], [-0.04, -0.07, 0.25], [0.29, 0.21, 0.12], [0.23, -0.36, 0.08], [0.14, 0.03, 0.07], [0.02, -0.01, -0.13]],
  "relative_energy_kj_mol": 493.3,
  "total_energy_ev": -59056.6615,
  "multiplicity": 1,
  "homo_lumo_gap_ev": 10.05,
  "lumo_energy_ev": 0.1
}